A cluster of 3 separate species, C49H86FN6O3 in total, computed with wB97M-V/def2-TZVPD.

Output
Spin multiplicity: 3
Molecular weight (g mol⁻¹): 826.26
LUMO (spin up / spin down) (eV): -3.32 / -3.32
Max |F| (eV/A): 2.113
E (hartree): -2572.49245
Charge: +1

Last column: Mulliken spin population.
CARTESIAN COORDINATES (ANGSTROEM)
C (-2.122235, -2.509741, -5.396907)  0.00
C (-1.006360, -3.181546, -6.217424)  0.00
C (0.154921, -3.738373, -5.341811)  0.00
C (1.557802, -3.283353, -5.784321)  0.00
C (2.127290, -2.029664, -5.093100)  0.00
C (1.105225, -1.008499, -4.602793)  0.00
C (0.665870, -1.194590, -3.142209)  0.00
C (0.300372, 0.128709, -2.445174)  0.00
N (1.170640, 0.381306, -1.268027)  0.00
C (2.465077, 0.532095, -1.554709)  0.00
C (3.436992, 0.739125, -0.600836)  0.00
C (4.846873, 0.799663, -1.116856)  0.00
C (5.274469, -0.616739, -1.516909)  0.00
C (5.755897, -0.898783, -2.788358)  0.00
C (6.099881, -2.209482, -3.117322)  0.00
C (5.963216, -3.250640, -2.207849)  0.00
C (6.307487, -4.674096, -2.553723)  0.00
C (5.492119, -2.962978, -0.922435)  0.00
C (5.150143, -1.658931, -0.592987)  0.00
C (3.030869, 0.845735, 0.734242)  0.00
C (4.031381, 1.174051, 1.807355)  0.00
C (4.259380, 2.692127, 2.059564)  0.00
N (5.038193, 3.277173, 0.940136)  0.00
N (5.013135, 2.784931, 3.288384)  0.00
N (2.982932, 3.368524, 2.263874)  0.01
C (1.656707, 0.653786, 1.046522)  0.00
C (1.287098, 0.730136, 2.506064)  0.00
C (1.787067, -0.449997, 3.388999)  0.00
C (0.701436, -1.420370, 3.840014)  0.00
C (0.210312, -2.314185, 2.687710)  0.00
C (-0.140032, -3.753756, 3.115806)  0.00
C (0.854112, -4.818960, 2.613884)  0.00
C (0.740177, 0.442073, 0.014719)  0.00
C (-0.727490, 0.277208, 0.263076)  0.00
C (-1.197627, -1.084571, -0.132343)  0.00
O (-0.508715, -1.944292, -0.511356)  0.00
F (-2.493660, -1.251715, -0.068280)  0.00
H (-1.997535, -1.428051, -5.402494)  0.00
H (-3.107133, -2.702298, -5.806744)  0.01
H (-2.062496, -2.833847, -4.361250)  0.00
H (-0.560151, -2.448201, -6.880901)  0.00
H (-1.413988, -4.001180, -6.795967)  0.00
H (-0.027324, -3.549910, -4.288585)  0.00
H (0.135635, -4.819378, -5.455959)  0.00
H (1.531480, -3.152301, -6.862097)  0.00
H (2.235374, -4.116692, -5.617622)  0.00
H (2.817280, -2.328237, -4.305805)  0.00
H (2.735031, -1.520388, -5.838737)  0.00
H (1.560769, -0.021123, -4.691545)  0.00
H (0.220540, -0.981532, -5.232615)  0.00
H (1.473464, -1.692236, -2.611825)  0.00
H (-0.189347, -1.854249, -3.049891)  0.00
H (0.514773, 0.935425, -3.139842)  0.00
H (-0.747679, 0.203833, -2.207114)  0.00
H (2.745606, 0.471300, -2.594578)  0.00
H (5.529612, 1.178992, -0.373464)  0.00
H (4.883213, 1.414357, -2.009768)  0.00
H (5.852533, -0.106357, -3.514839)  0.00
H (6.460632, -2.410025, -4.116873)  0.00
H (7.203983, -4.982899, -2.024654)  0.00
H (6.385063, -4.839877, -3.621558)  0.00
H (5.505777, -5.315403, -2.193270)  0.00
H (5.378595, -3.746576, -0.190317)  0.00
H (4.768603, -1.461885, 0.398886)  0.00
H (5.000614, 0.782799, 1.517907)  0.00
H (3.797170, 0.734304, 2.760451)  0.00
H (5.576750, 4.042267, 1.329994)  0.00
H (4.431998, 3.715683, 0.255684)  0.00
H (4.900175, 3.691815, 3.724869)  0.00
H (5.998249, 2.642409, 3.104791)  0.00
H (2.546156, 3.639948, 1.397635)  0.00
H (3.041374, 4.145575, 2.908061)  0.01
H (0.225519, 0.848074, 2.695907)  0.00
H (1.754550, 1.633210, 2.872673)  0.00
H (2.497902, -1.027920, 2.799949)  0.00
H (2.361997, -0.067580, 4.227748)  0.00
H (-0.138354, -0.900430, 4.292640)  0.00
H (1.147744, -2.068479, 4.590946)  0.00
H (0.936893, -2.324157, 1.880076)  0.00
H (-0.707774, -1.861777, 2.319015)  0.00
H (-1.109578, -3.991232, 2.689567)  0.00
H (-0.254378, -3.776670, 4.194640)  0.00
H (1.692626, -4.393687, 2.074138)  0.00
H (1.218408, -5.401554, 3.454814)  0.00
H (0.338182, -5.532613, 1.982412)  0.00
H (-1.259523, 0.978465, -0.384446)  0.00
H (-1.017675, 0.538669, 1.268330)  0.00
C (-6.770947, -4.017732, -1.643491)  0.02
C (-6.313543, -3.609929, -3.061602)  0.00
C (-4.838200, -3.210391, -3.043339)  0.05
C (-4.583752, -1.855000, -2.384793)  -0.03
C (-5.461816, -0.771977, -3.012358)  0.04
C (-6.947663, -1.131319, -3.028466)  0.01
N (-7.156195, -2.496831, -3.593585)  0.36
O (-7.090916, -2.461130, -4.885825)  0.56
C (-7.533546, -1.028942, -1.607063)  0.02
C (-7.709248, -0.106426, -3.862771)  -0.01
C (-6.491653, -4.848906, -3.932749)  0.00
H (-6.325970, -3.415260, -0.853440)  0.00
H (-7.855639, -3.961243, -1.551085)  -0.01
H (-6.480632, -5.046962, -1.436160)  0.00
H (-4.460453, -3.177038, -4.069319)  -0.01
H (-4.265585, -3.986367, -2.529288)  0.00
H (-4.754868, -1.911456, -1.307220)  0.00
H (-3.531729, -1.584664, -2.510780)  0.00
H (-5.329576, 0.171861, -2.477406)  0.00
H (-5.121389, -0.596813, -4.038534)  0.01
H (-8.550714, -1.420422, -1.580115)  -0.01
H (-7.573141, 0.015744, -1.298341)  0.00
H (-6.948895, -1.546671, -0.850362)  0.00
H (-7.311617, -0.017633, -4.871949)  0.00
H (-7.631232, 0.872884, -3.391255)  0.00
H (-8.766054, -0.365956, -3.933616)  0.00
H (-7.541637, -5.137946, -3.993546)  0.00
H (-5.934800, -5.678081, -3.497732)  0.00
H (-6.118859, -4.700115, -4.944493)  0.00
C (-0.536534, 6.973612, 6.687912)  0.01
C (0.530494, 6.681625, 5.609996)  0.03
C (-0.064185, 6.876445, 4.214450)  0.03
C (-1.030935, 5.765902, 3.802388)  -0.02
C (-0.377239, 4.392561, 3.959193)  0.02
C (0.205790, 4.157035, 5.353344)  0.01
N (1.074537, 5.297651, 5.763160)  0.40
O (2.234544, 5.200862, 5.192479)  0.51
C (-0.932445, 3.929050, 6.366500)  0.02
C (1.024692, 2.874212, 5.354963)  -0.02
C (1.643552, 7.699864, 5.834736)  0.00
H (-1.535104, 6.639657, 6.412829)  0.00
H (-0.268391, 6.513565, 7.639150)  -0.01
H (-0.615267, 8.046264, 6.857341)  0.00
H (0.746711, 6.924839, 3.479847)  0.01
H (-0.571414, 7.842226, 4.178379)  0.00
H (-1.952991, 5.818476, 4.386163)  0.00
H (-1.325077, 5.911104, 2.760835)  0.00
H (-1.105362, 3.606487, 3.742120)  0.00
H (0.420006, 4.294042, 3.212487)  0.01
H (-0.543726, 3.904342, 7.384800)  -0.01
H (-1.413269, 2.970031, 6.172845)  0.00
H (-1.719680, 4.676629, 6.320222)  0.00
H (1.807329, 2.889189, 4.597711)  0.01
H (0.377576, 2.023097, 5.137314)  0.00
H (1.490256, 2.698425, 6.325797)  -0.01
H (2.110523, 7.561971, 6.810814)  0.00
H (1.224716, 8.704190, 5.796987)  0.00
H (2.418871, 7.641612, 5.072928)  0.00

Cartesian forces, eV/Å:
0.441 0.121 -0.305
0.343 0.214 0.944
-0.077 -0.233 -0.684
-0.309 -0.249 0.482
-0.172 -0.174 -0.843
-0.023 0.146 0.481
-0.133 -0.048 -0.023
0.538 -0.070 -0.573
-0.071 0.219 0.131
0.200 -0.060 0.154
-0.365 0.371 0.044
0.182 -1.138 -0.135
-0.126 0.114 0.170
-0.130 -0.352 0.447
-0.097 0.147 -0.059
0.065 -0.085 0.107
-0.490 0.129 0.269
-0.019 0.709 -0.421
0.119 -0.204 -0.192
-0.241 -0.016 -0.132
0.282 0.226 -0.412
-0.215 0.611 -0.231
0.063 -0.083 0.212
-0.032 -0.044 0.037
0.070 -0.489 0.323
0.280 0.083 -0.119
-0.025 -0.304 0.446
-0.082 -0.037 -0.552
0.672 -0.358 -0.407
-0.558 0.162 0.634
0.110 0.258 -0.726
-0.421 -0.127 0.698
0.258 -0.148 0.701
-0.202 0.605 -0.716
0.251 0.648 0.542
1.206 -1.588 -0.699
-1.286 0.276 0.346
-0.009 0.167 0.083
-0.163 -0.114 0.055
-0.318 -0.147 0.128
-0.182 0.016 -0.439
-0.057 0.003 -0.280
0.062 0.082 0.179
-0.020 -0.178 0.169
0.016 0.152 -0.186
0.250 -0.014 0.037
-0.063 0.093 0.302
0.242 0.036 -0.013
0.055 0.151 -0.004
-0.025 -0.016 -0.250
0.084 0.039 0.281
-0.056 -0.189 -0.127
-0.052 0.263 0.015
-0.115 -0.041 0.271
-0.118 -0.090 -0.162
0.098 0.402 0.040
0.095 0.336 0.005
0.063 0.081 -0.137
0.055 -0.111 -0.047
0.260 -0.075 -0.182
0.285 0.040 -0.128
-0.061 -0.161 0.017
0.002 -0.159 0.070
-0.048 0.090 0.146
0.156 -0.141 -0.011
-0.280 -0.061 0.184
0.090 0.046 -0.055
-0.090 -0.169 -0.103
0.022 0.039 0.028
0.040 -0.107 0.073
0.008 0.180 -0.056
-0.037 0.177 -0.044
-0.188 0.073 -0.221
-0.070 0.246 0.023
0.184 -0.166 -0.014
-0.155 0.188 0.241
-0.076 0.094 0.220
-0.022 -0.008 0.265
0.084 -0.016 -0.190
-0.076 0.122 -0.355
-0.228 -0.073 0.106
0.010 -0.114 0.169
0.143 0.034 -0.070
0.330 -0.043 0.034
0.060 -0.051 -0.326
-0.196 0.127 0.126
-0.009 -0.149 0.257
-0.022 0.153 0.099
-0.269 -0.930 1.040
0.252 0.368 -0.104
-0.145 -0.014 -0.084
0.437 -0.233 -0.120
-0.683 0.678 1.026
1.437 0.383 -1.261
-0.518 -0.132 0.203
0.087 -0.163 0.127
-0.010 -0.052 -0.397
-0.041 0.052 -0.410
-0.049 0.039 -0.040
0.000 0.020 -0.019
0.050 -0.026 -0.128
-0.170 -0.002 0.006
-0.079 -0.077 0.011
-0.034 -0.013 -0.002
0.015 -0.017 0.008
-0.118 0.030 0.013
-0.112 -0.071 -0.045
0.004 -0.020 -0.024
0.008 0.049 -0.128
-0.027 -0.035 -0.057
-0.031 -0.120 0.012
0.026 -0.023 0.118
0.013 -0.031 0.001
-0.003 0.027 0.005
0.013 0.031 0.122
-0.093 0.095 0.018
-0.120 -0.167 0.007
-0.648 0.873 0.954
-0.071 -0.303 -0.374
0.078 -0.034 0.067
0.026 0.387 -0.339
-0.938 -0.854 0.789
0.663 0.118 -1.982
0.020 -0.030 0.523
-0.076 0.214 0.055
0.471 -0.127 -0.141
0.388 -0.113 -0.128
0.047 -0.056 0.012
0.015 -0.015 -0.014
0.106 0.035 -0.085
0.078 -0.041 0.084
0.036 0.040 0.095
0.024 -0.001 0.032
-0.026 0.012 0.012
0.023 -0.064 0.092
0.077 -0.004 0.108
0.022 0.016 -0.004
0.109 -0.046 -0.076
0.063 0.020 0.012
0.008 0.079 0.130
-0.154 0.064 0.041
-0.011 0.061 0.010
-0.013 -0.021 -0.003
-0.120 -0.016 0.023
-0.006 -0.109 0.050